No. 1
51
Properties=species:S:1:pos:R:3 method="wB97M-V/def2-TZVPD" orbital_gap_ev=10.151 total_energy_ha=-1673.67887 spin_multiplicity=1 max_force_ev_per_a=1.8 smiles="CCOC(=O)C(F)(F)F.CCOC(=O)C(F)(F)F.COCCOCCOC" lumo_energy_ha=0.0233 total_charge=0
C -4.610 7.855 8.793
O -4.273 8.270 10.096
C -4.386 9.682 10.237
C -4.016 10.046 11.666
O -5.174 9.779 12.444
C -5.083 10.168 13.799
C -6.260 9.611 14.536
O -6.070 8.196 14.601
C -7.124 7.562 15.279
H -4.318 6.798 8.746
H -3.922 8.275 8.044
H -5.665 7.966 8.546
H -5.382 10.056 9.999
H -3.659 10.144 9.554
H -3.776 11.119 11.695
H -3.194 9.464 12.097
H -5.085 11.262 13.923
H -4.141 9.760 14.181
H -7.193 9.868 14.022
H -6.323 9.984 15.566
H -7.064 6.477 15.220
H -8.093 7.907 14.907
H -7.095 7.767 16.360
C -1.083 7.987 9.717
C -0.112 7.834 10.849
O 0.771 8.977 10.941
C 0.333 10.024 11.593
O -0.583 10.054 12.362
C 1.176 11.276 11.300
F 2.193 11.049 10.484
F 0.384 12.185 10.721
F 1.658 11.796 12.417
H -1.452 9.017 9.714
H -1.935 7.315 9.695
H -0.564 7.853 8.764
H 0.563 7.003 10.648
H -0.606 7.598 11.789
C 3.748 6.158 10.904
C 4.287 7.451 10.329
O 3.938 7.675 8.966
C 4.795 7.346 8.015
O 5.841 6.809 8.225
C 4.416 7.881 6.626
F 4.915 7.089 5.695
F 3.090 7.929 6.468
F 4.901 9.107 6.473
H 4.114 5.274 10.387
H 2.684 6.245 11.088
H 4.229 6.100 11.888
H 5.319 7.732 10.552
H 3.756 8.278 10.820

=====

No. 2
79
Properties=species:S:1:pos:R:3 method="wB97M-V/def2-TZVPD" orbital_gap_ev=4.652 total_energy_ha=-62899.18676 spin_multiplicity=1 max_force_ev_per_a=2.6 lumo_energy_ha=0.0421 total_charge=-1
C -0.180 -0.721 4.083
C -0.079 -0.781 2.525
O -0.656 -1.963 1.953
B 0.083 -2.401 0.785
O 1.403 -2.932 1.068
N -0.451 -2.363 -0.551
C -0.858 -1.006 -0.843
O -0.419 -0.566 -2.210
C -0.151 0.794 -2.073
C -1.272 1.671 -1.670
C -1.112 3.103 -1.455
C -2.350 3.929 -1.003
C 0.229 3.692 -1.642
C 1.314 2.807 -2.068
C 1.167 1.373 -2.283
C 2.302 0.392 -2.714
C 3.677 1.142 -2.938
C 2.501 -0.620 -1.492
H -0.198 0.359 4.409
H 0.754 -1.175 4.529
H -1.129 -1.173 4.461
H 0.979 -0.669 2.143
H -0.641 0.098 2.083
H 1.953 -2.542 0.372
H -1.971 -0.846 -0.808
H -0.296 -0.324 -0.136
H -2.290 1.235 -1.518
H -2.737 4.647 -1.763
H -3.137 3.187 -0.692
H -2.086 4.477 -0.053
H 0.428 4.778 -1.471
H 2.325 3.250 -2.222
H 2.024 -0.227 -3.607
H 3.531 1.875 -3.782
H 4.445 0.356 -3.157
H 3.958 1.621 -1.965
H 2.158 -0.160 -0.523
H 1.966 -1.574 -1.715
H 3.598 -0.833 -1.354
C -1.624 -1.697 -5.374
Br -3.081 -0.455 -5.113
Br -2.162 -3.228 -6.431
Br -0.065 -0.826 -6.115
H -1.344 -2.069 -4.392
C 2.682 2.928 -6.783
Br 2.320 1.572 -8.122
Br 1.869 2.494 -5.083
Br 4.580 3.273 -6.608
H 2.224 3.847 -7.131
C -5.103 0.608 -0.778
Br -4.439 1.699 -2.233
Br -3.684 0.046 0.403
Br -6.534 1.488 0.185
H -5.523 -0.288 -1.220
C -3.957 1.220 4.627
Br -5.115 0.057 3.607
Br -3.167 0.302 6.135
Br -2.612 2.047 3.511
H -4.574 2.018 5.025
C 6.392 -0.174 0.660
Br 4.936 1.080 0.873
Br 5.908 -1.654 -0.485
Br 8.011 0.700 0.060
H 6.599 -0.588 1.642
C -10.708 0.143 1.536
Br -9.475 -1.278 1.091
Br -9.789 1.805 1.897
Br -12.074 0.358 0.183
H -11.211 -0.148 2.451
C 7.245 -3.765 3.553
Br 5.786 -2.518 3.770
Br 6.759 -5.243 2.406
Br 8.856 -2.881 2.944
H 7.459 -4.179 4.532
C 1.138 -3.840 6.839
Br -0.404 -2.743 7.231
Br 1.606 -3.717 4.971
Br 2.635 -3.433 7.998
H 0.859 -4.869 7.032

=====

No. 3
15
Properties=species:S:1:pos:R:3 method="wB97M-V/def2-TZVPD" orbital_gap_ev="9.245 / 6.312" total_energy_ha=-2878.00592 spin_multiplicity=1 max_force_ev_per_a=3.4 lumo_energy_ha="0.0145 / -0.0402" total_charge=0
C 1.531 -0.607 -0.581
C 0.777 1.281 0.655
C 0.853 -1.685 -0.425
C 1.885 0.233 0.646
C -2.420 -0.007 -0.251
N -0.481 1.105 0.585
N -1.363 0.162 0.716
Br 0.129 -2.883 -1.731
H 1.724 -0.186 -1.620
H 0.984 2.273 0.853
H 1.669 -0.260 1.564
H 2.862 0.759 0.541
H -2.306 0.757 -1.016
H -2.405 -1.113 -0.274
H -3.440 0.170 0.338

=====

No. 4
84
Properties=species:S:1:pos:R:3 method="wB97M-V/def2-TZVPD" orbital_gap_ev="5.927 / 5.880" total_energy_ha=-2271.92947 spin_multiplicity=2 max_force_ev_per_a=12.5 lumo_energy_ha="-0.1330 / -0.1332" total_charge=+1
C -1.176 -1.665 -2.215
C -1.779 -0.597 -2.917
C -0.756 0.278 -3.349
H -2.831 -0.458 -3.097
C 0.481 -0.254 -2.914
C 0.225 -1.453 -2.213
H 0.963 -2.095 -1.761
H -1.691 -2.493 -1.757
H -0.909 1.196 -3.888
H 1.452 0.183 -3.084
Ce -0.754 0.262 -1.072
C -4.735 5.464 0.792
H -3.699 5.679 0.544
H -5.349 5.562 -0.099
H -4.813 4.451 1.177
Si -2.780 1.689 -0.637
C -4.269 0.771 0.108
C -4.750 -0.402 -0.482
H -4.273 -0.776 -1.379
C -5.809 -1.111 0.066
H -6.164 -2.014 -0.415
C -6.408 -0.669 1.239
H -7.229 -1.224 1.675
C -5.948 0.492 1.844
H -6.414 0.848 2.755
C -4.898 1.204 1.278
H -4.557 2.113 1.758
C -3.422 2.454 -2.258
C -4.760 2.358 -2.650
H -5.482 1.917 -1.975
C -5.190 2.827 -3.885
H -6.234 2.740 -4.159
C -4.290 3.416 -4.761
H -4.623 3.784 -5.723
C -2.955 3.526 -4.392
H -2.243 3.987 -5.066
C -2.533 3.045 -3.162
H -1.484 3.127 -2.902
H -2.661 2.881 0.293
H -5.079 6.166 1.547
C 4.684 3.235 0.601
C 4.545 2.229 1.776
C 5.654 1.159 1.532
C 4.842 2.936 3.099
C 3.100 1.649 1.748
C 1.945 2.485 1.733
C 0.690 1.958 1.331
N 0.676 0.677 0.890
C 1.634 -0.204 1.223
C 2.884 0.272 1.630
C 1.303 -1.635 1.075
C 2.254 -2.647 1.465
C 2.115 -3.994 1.044
C 0.994 -4.295 0.316
C 0.157 -3.304 -0.101
N 0.261 -1.956 0.255
C 3.154 -5.133 1.211
C 2.585 -6.240 2.117
C 3.487 -5.756 -0.185
C 4.489 -4.632 1.788
H 5.711 3.661 0.552
H 3.979 4.085 0.696
H 4.486 2.731 -0.373
H 6.663 1.630 1.483
H 5.689 0.399 2.338
H 5.501 0.643 0.555
H 4.120 3.756 3.278
H 4.791 2.205 3.933
H 5.868 3.369 3.077
H 2.039 3.553 1.866
H -0.102 2.651 1.085
H 3.703 -0.414 1.731
H 3.144 -2.393 2.008
H 0.794 -5.297 -0.045
H -0.582 -3.699 -0.751
H 1.646 -6.661 1.698
H 3.312 -7.076 2.214
H 2.371 -5.835 3.127
H 3.873 -4.986 -0.886
H 4.249 -6.560 -0.097
H 2.611 -6.237 -0.669
H 4.930 -3.862 1.115
H 4.356 -4.207 2.802
H 5.218 -5.471 1.855

=====

No. 5
36
Properties=species:S:1:pos:R:3 method="wB97M-V/def2-TZVPD" orbital_gap_ev="5.945 / 7.836" total_energy_ha=-3793.11939 spin_multiplicity=5 max_force_ev_per_a=0.6 lumo_energy_ha="-0.2004 / -0.1511" total_charge=+1
Mn 0.393 0.351 -0.693
C 1.361 -2.682 -0.125
C 1.101 -2.325 1.336
S -0.007 -0.901 1.580
C 0.929 0.173 2.709
C 1.455 1.486 2.117
S 2.203 1.381 0.472
C 3.448 0.077 0.710
C 3.540 -0.832 -0.509
S 1.964 -1.377 -1.224
H 0.450 -3.024 -0.618
H 2.076 -3.504 -0.186
H 2.029 -2.138 1.872
H 0.633 -3.185 1.814
H 1.726 -0.425 3.146
H 0.259 0.422 3.531
H 2.190 1.927 2.792
H 0.659 2.219 1.992
H 3.200 -0.482 1.607
H 4.409 0.562 0.880
H 4.142 -1.715 -0.292
H 4.031 -0.317 -1.336
S -1.132 -0.498 -2.117
C -0.635 0.978 -2.984
C -0.343 0.930 -4.349
C 0.040 2.066 -5.034
C 0.315 1.984 -6.448
N 0.541 1.912 -7.572
C 0.181 3.279 -4.344
C -0.063 3.329 -2.986
C -0.491 2.196 -2.292
S -0.787 2.268 -0.537
C 0.606 4.475 -5.031
N 0.952 5.427 -5.572
H -0.428 -0.008 -4.882
H 0.072 4.263 -2.456

=====

No. 6
9
Properties=species:S:1:pos:R:3 method="wB97M-V/def2-TZVPD" orbital_gap_ev="7.898 / 2.691" total_energy_ha=-435.61893 spin_multiplicity=1 max_force_ev_per_a=3.8 lumo_energy_ha="-0.0199 / -0.0340" total_charge=0
O 1.896 -0.457 -0.249
C 1.731 -1.714 -0.645
O -1.475 0.566 0.614
C -0.311 -0.009 0.599
C 0.806 0.421 -0.037
Li -0.482 -1.561 -1.089
Na -2.897 2.361 0.183
H -0.275 -1.062 0.946
H 1.008 1.455 -0.322

=====

No. 7
129
Properties=species:S:1:pos:R:3 method="wB97M-V/def2-TZVPD" orbital_gap_ev="7.461 / 1.511" total_energy_ha=-2198.45624 spin_multiplicity=2 max_force_ev_per_a=3.3 lumo_energy_ha="-0.1080 / -0.3266" total_charge=+1
C 1.529 -3.823 -1.980
C 1.506 -2.416 -2.685
O 0.285 -2.240 -3.384
H 1.699 -4.524 -2.797
H 0.636 -4.084 -1.412
H 2.395 -4.004 -1.343
H 2.328 -2.311 -3.393
H 1.613 -1.648 -1.919
H 0.585 -1.587 -4.021
C -4.232 -3.538 -4.446
C -4.654 -2.000 -4.277
O -4.545 -1.478 -2.944
H -4.790 -4.076 -3.680
H -3.180 -3.639 -4.181
H -4.499 -3.899 -5.439
H -5.688 -1.956 -4.618
H -4.041 -1.384 -4.935
H -3.625 -1.358 -2.700
C 1.094 -0.349 4.703
C 2.444 -0.992 4.604
O 2.763 -1.313 3.283
H 1.089 0.645 4.256
H 0.704 -0.424 5.718
H 0.299 -0.776 4.092
H 2.597 -1.888 5.205
H 3.183 -0.233 4.862
H 3.526 -1.896 3.285
C 6.874 0.512 -3.257
C 5.451 0.705 -2.696
C 5.338 1.515 -1.376
O 4.028 1.619 -1.002
C 3.783 2.336 0.205
N 4.598 1.402 -3.649
H 7.273 1.486 -3.540
H 6.906 -0.160 -4.115
H 7.605 0.219 -2.503
H 4.939 -0.246 -2.548
H 5.815 2.492 -1.458
H 5.915 1.074 -0.563
H 4.174 1.764 1.046
H 2.749 2.577 0.452
H 4.239 3.326 0.157
H 3.668 1.021 -3.546
H 4.333 2.286 -3.239
C -5.103 2.092 -8.513
C -4.348 1.136 -7.527
C -4.003 1.786 -6.224
O -3.217 0.985 -5.350
C -2.712 1.654 -4.150
N -5.196 -0.014 -7.320
H -5.415 1.528 -9.393
H -4.462 2.901 -8.863
H -6.004 2.495 -8.052
H -3.392 0.858 -7.971
H -4.936 2.077 -5.743
H -3.502 2.740 -6.385
H -3.527 2.006 -3.518
H -2.059 2.495 -4.383
H -2.080 0.942 -3.619
H -4.618 -0.539 -6.679
H -6.008 0.281 -6.796
C -3.143 2.483 5.317
C -4.233 1.838 4.479
C -4.311 2.463 2.988
O -3.045 2.555 2.307
C -2.521 1.265 1.926
N -4.094 0.391 4.392
H -3.008 3.531 5.051
H -2.195 1.989 5.101
H -3.086 2.263 6.383
H -5.274 1.989 4.763
H -4.827 3.410 3.147
H -4.956 1.889 2.323
H -3.220 0.853 1.199
H -2.491 0.499 2.701
H -1.489 1.410 1.607
H -3.166 0.242 4.022
H -4.135 0.073 5.350
C -2.578 -3.002 -0.536
C -2.065 -1.601 -0.660
C -0.822 -1.294 0.238
O -0.410 0.052 0.001
C 0.743 0.408 0.647
N -1.825 -1.304 -2.058
H -1.899 -3.768 -0.913
H -3.511 -3.150 -1.080
H -2.756 -3.258 0.509
H -2.806 -0.907 -0.263
H 0.011 -1.953 -0.009
H -0.896 -1.550 1.295
H 1.616 -0.119 0.261
H 0.815 0.104 1.691
H 0.968 1.475 0.650
H -1.536 -0.348 -1.908
H -1.058 -1.802 -2.486
C 0.708 -6.006 0.953
C 0.192 -5.743 2.348
C -0.197 -4.206 2.598
O -0.456 -4.006 3.954
C -1.805 -3.871 4.361
N -0.928 -6.600 2.431
H 0.809 -7.076 0.772
H 1.661 -5.498 0.810
H 0.054 -5.617 0.172
H 0.932 -6.041 3.091
H -0.840 -3.723 1.863
H 0.725 -3.670 2.371
H -1.789 -3.643 5.427
H -2.466 -4.722 4.195
H -2.428 -3.125 3.867
H -0.592 -7.545 2.310
H -1.350 -6.594 3.348
C 6.404 6.538 3.577
C 5.045 5.976 2.990
C 4.552 4.637 3.502
O 3.265 4.348 3.100
C 2.787 3.083 3.418
N 4.109 6.927 3.454
H 6.535 7.481 3.047
H 7.192 5.805 3.405
H 6.491 6.831 4.623
H 5.147 6.042 1.907
H 4.736 4.583 4.576
H 5.315 3.941 3.153
H 2.004 3.221 2.673
H 2.197 3.187 4.329
H 3.388 2.197 3.213
H 4.440 7.175 4.376
H 3.243 6.433 3.615